A 2-piece molecular cluster, C2H10N2S2 overall, computed with ωB97M-V/def2-TZVPD.

XYZ file:
```
16
C2H10N2S2, DFT ωB97M-V/def2-TZVPD
C 1.495 -2.689 -0.445
S 2.644 -1.931 0.789
S 1.378 -1.165 2.182
H 0.531 -2.154 -0.351
H 1.286 -3.754 -0.281
H 1.995 -2.512 -1.388
H 1.220 0.056 1.754
N -1.638 2.509 -0.976
C -0.669 1.823 -0.084
N -1.185 0.572 0.521
H -2.317 1.784 -1.183
H -1.124 2.681 -1.839
H 0.320 1.654 -0.473
H -0.458 2.430 0.823
H -1.941 0.718 1.176
H -1.536 -0.022 -0.224
```

Values from the calculation:
Energy, hartree: -988.0535
Maximum force, eV/Å: 2.86
Net charge: 0
SMILES string: CSS.NCN
Kohn-Sham gap, hartree: 0.3551
ΔE to the lowest compared entry with this formula, charge and spin, eV: 0.5837

=====

A 2-piece molecular cluster, C2H3OPS overall, computed with ωB97M-V/def2-TZVPD.

XYZ file:
```
8
C2H3OPS, DFT ωB97M-V/def2-TZVPD
C 0.848 0.389 -0.172
C 0.127 -0.820 -0.669
O 1.510 1.196 -0.719
P -0.183 0.981 2.118
S -2.049 1.167 1.686
H -0.920 -0.423 -0.526
H 0.151 -0.808 -1.728
H 0.515 -1.682 0.011
```

Values from the calculation:
Energy, hartree: -892.7031
Maximum force, eV/Å: 2.45
Net charge: 0
Kohn-Sham gap (alpha / beta), hartree: 0.2242 / 0.2242
ΔE to the lowest compared entry with this formula, charge and spin, eV: 1.6457

=====

C28H38CrN4O5 as an isolated structure, computed with ωB97M-V/def2-TZVPD.

XYZ file:
```
76
C28H38CrN4O5, DFT ωB97M-V/def2-TZVPD
Cr 0.355 0.769 -0.052
C 0.864 -3.977 2.946
N 1.087 -3.273 1.703
C 1.491 -4.058 0.552
C 1.019 -1.948 1.567
O 1.352 -1.380 0.531
C 0.508 -1.122 2.748
O 0.181 0.195 2.316
C -1.041 0.723 2.817
C -2.028 0.830 1.651
O -1.562 0.818 0.502
N -3.341 0.939 1.887
C -4.252 1.077 0.769
C -3.988 0.912 3.180
H 0.973 -5.041 2.757
H 1.597 -3.684 3.701
H -0.139 -3.805 3.340
H 0.743 -4.821 0.353
H 1.562 -3.391 -0.306
H 2.463 -4.518 0.728
H -0.353 -1.627 3.196
H 1.303 -1.053 3.505
H -1.423 0.110 3.634
H -0.837 1.734 3.188
H -3.718 0.880 -0.156
H -5.071 0.368 0.880
H -4.653 2.091 0.743
H -3.296 1.099 3.994
H -4.754 1.686 3.195
H -4.478 -0.055 3.330
O 1.024 -0.030 -3.894
C 0.489 -0.020 -2.800
O 0.637 0.874 -1.899
C -0.444 -1.151 -2.415
C -0.830 -2.089 -3.394
C -1.661 -3.110 -3.032
C -2.107 -3.193 -1.693
C -2.971 -4.210 -1.239
C -3.399 -4.238 0.061
C -2.974 -3.251 0.962
C -2.118 -2.264 0.556
C -1.667 -2.196 -0.778
N -0.830 -1.204 -1.160
H -0.452 -1.950 -4.395
H -1.984 -3.860 -3.741
H -3.285 -4.968 -1.943
H -4.076 -5.007 0.398
H -3.331 -3.265 1.983
H -1.788 -1.508 1.250
N 2.631 0.952 -0.058
C 3.443 1.431 -1.140
C 4.148 2.623 -1.017
C 4.972 3.049 -2.047
C 5.076 2.308 -3.211
C 4.359 1.130 -3.342
C 3.566 0.682 -2.302
H 2.879 1.478 0.780
H 2.860 -0.030 0.094
H 4.062 3.214 -0.115
H 5.544 3.957 -1.931
H 5.716 2.646 -4.012
H 4.422 0.552 -4.250
H 3.032 -0.250 -2.401
C -0.463 3.764 -1.687
C 0.677 3.695 -0.675
C 1.008 5.109 -0.183
C 0.318 2.787 0.486
H -0.164 4.343 -2.557
H -1.336 4.238 -1.242
H -0.734 2.765 -2.018
H 1.561 3.287 -1.173
H 0.133 5.565 0.276
H 1.319 5.732 -1.017
H 1.812 5.095 0.550
H -0.668 3.095 0.859
H 1.031 2.943 1.305
```

Values from the calculation:
Energy, hartree: -2729.2667
Maximum force, eV/Å: 1.30
Net charge: +1
<S²>: 0.760
Kohn-Sham gap (alpha / beta), hartree: 0.2947 / 0.2915
ΔE to the lowest compared entry with this formula, charge and spin, eV: 0.2733
2S+1: 2

=====

One molecule with the formula C2H5FIN, computed with ωB97M-V/def2-TZVPD.

XYZ file:
```
10
C2H5FIN, DFT ωB97M-V/def2-TZVPD
C 0.515 0.635 0.977
C -0.263 -0.261 0.000
N 0.207 -0.496 -1.239
F -0.427 -1.642 0.419
I -2.560 0.402 -0.037
H -0.253 1.100 1.711
H 1.439 0.038 1.336
H 0.977 1.356 0.205
H 0.062 -1.453 -1.518
H 0.304 0.320 -1.854
```

Values from the calculation:
Energy, hartree: -531.4878
Maximum force, eV/Å: 3.23
Net charge: 0
SMILES string: C[C@@](N)(F)I
Kohn-Sham gap, hartree: 0.3393
ΔE to the lowest compared entry with this formula, charge and spin, eV: 0.5241

=====

A 2-piece molecular cluster, C3H9NO3 overall, computed with ωB97M-V/def2-TZVPD.

XYZ file:
```
16
C3H9NO3, DFT ωB97M-V/def2-TZVPD
O 0.922 -0.036 2.981
O -0.831 -0.067 1.524
C 0.452 0.130 1.842
N -0.473 0.497 -1.129
C 1.294 0.594 0.635
C 0.911 0.118 -0.826
H -0.888 0.088 0.542
H -0.686 0.297 -2.113
H -0.480 1.519 -1.039
H 2.314 0.292 0.941
H 1.249 1.700 0.658
H 0.964 -0.974 -1.001
H 1.552 0.611 -1.581
O -1.909 -1.941 -0.504
H -1.725 -1.118 -1.010
H -2.666 -1.709 0.081
```

Values from the calculation:
Energy, hartree: -400.1854
Maximum force, eV/Å: 3.52
Net charge: 0
SMILES string: NCCC(=O)O.O
Kohn-Sham gap, hartree: 0.3858
ΔE to the lowest compared entry with this formula, charge and spin, eV: 0.9814

=====

A 6-piece molecular cluster, C18H52N8O6 overall, computed with ωB97M-V/def2-TZVPD.

XYZ file:
```
84
C18H52N8O6, DFT ωB97M-V/def2-TZVPD
C -2.626 2.864 4.672
C -3.099 1.700 3.789
C -3.615 2.215 2.472
O -4.267 1.261 1.653
C -5.001 1.894 0.573
N -1.922 0.766 3.505
H -2.236 3.687 3.978
H -1.729 2.469 5.186
H -3.396 3.279 5.340
H -3.849 1.108 4.293
H -2.767 2.655 1.938
H -4.376 2.971 2.764
H -5.710 2.559 1.127
H -5.543 1.118 -0.018
H -4.250 2.361 -0.050
H -2.141 0.127 2.747
H -1.084 1.302 3.243
C -0.713 -7.790 -2.950
C -0.721 -6.412 -2.173
C -1.824 -5.474 -2.749
O -2.008 -4.287 -1.924
C -2.990 -3.321 -2.253
N -0.836 -6.741 -0.718
H -1.571 -8.386 -2.713
H 0.045 -8.341 -2.442
H -0.607 -7.621 -4.006
H 0.166 -5.852 -2.398
H -2.767 -6.021 -2.758
H -1.659 -5.168 -3.795
H -3.903 -3.623 -1.707
H -3.160 -3.258 -3.295
H -2.612 -2.367 -2.029
H -0.751 -5.813 -0.331
H -1.753 -7.170 -0.545
C 3.799 -0.951 -2.178
C 3.317 0.310 -1.514
C 2.935 1.254 -2.630
O 2.212 2.354 -2.042
C 2.741 3.676 -2.327
N 2.251 0.048 -0.614
H 3.664 -1.802 -1.482
H 4.788 -0.859 -2.624
H 3.060 -1.262 -2.966
H 4.231 0.699 -1.023
H 2.242 0.799 -3.393
H 3.826 1.696 -3.165
H 2.331 4.362 -1.578
H 2.266 4.074 -3.252
H 3.836 3.715 -2.352
H 1.845 0.876 -0.228
H 1.498 -0.328 -1.168
C 1.370 4.985 2.794
C 1.384 3.963 1.735
C 2.748 3.263 1.620
O 3.761 4.240 1.247
C 5.037 3.679 1.184
N 0.297 2.932 1.931
H 0.530 5.634 2.595
H 2.223 5.649 2.952
H 1.143 4.407 3.639
H 1.297 4.418 0.719
H 2.725 2.452 0.836
H 2.982 2.816 2.524
H 5.491 3.422 2.210
H 5.727 4.406 0.726
H 4.909 2.731 0.630
H -0.517 3.473 2.199
H -0.031 2.512 1.097
C -1.317 1.225 -0.986
O -1.383 2.445 -0.712
N -0.635 0.814 -2.118
N -2.030 0.212 -0.299
H 0.186 1.359 -2.338
H -0.335 -0.165 -2.144
H -1.678 -0.755 -0.247
H -2.670 0.498 0.439
C 0.250 -2.947 0.100
O -0.222 -2.212 -0.805
N -0.626 -3.734 0.838
N 1.572 -3.004 0.464
H -0.261 -4.488 1.408
H -1.427 -3.888 0.219
H 1.845 -3.550 1.263
H 2.088 -2.148 0.392
```

Values from the calculation:
Energy, hartree: -1606.4588
Maximum force, eV/Å: 3.70
Net charge: 0
SMILES string: COC[C@H](C)N.COC[C@H](C)N.COC[C@H](C)N.COC[C@H](C)N.NC(N)=O.NC(N)=O
Kohn-Sham gap, hartree: 0.3459
ΔE to the lowest compared entry with this formula, charge and spin, eV: 1.0179